ORCA calculation (the ωB97M-V functional and the def2-TZVPD basis) on one molecule with the formula C13H16O.

The geometry in ORCA input format:
```
! RIJCOSX wB97M-V def2-TZVPD def2/J DEFGRID3
* xyz 0 1
C -4.34 0.38 1.13
C -3.29 -0.09 0.79
C -2.03 -0.63 0.34
C -1.40 0.31 -0.69
C 0.07 -0.01 -1.01
C 0.69 1.22 -1.70
C 1.25 1.99 -0.53
C 1.36 1.24 0.57
C 1.90 1.65 1.90
C 0.90 -0.10 0.25
C 1.21 -1.36 0.56
O 1.94 -1.84 1.60
C 0.67 -2.32 -0.47
C 0.25 -1.41 -1.64
H -5.25 0.80 1.44
H -1.36 -0.72 1.20
H -2.19 -1.62 -0.08
H -1.98 0.28 -1.62
H -1.45 1.33 -0.30
H -0.04 1.80 -2.27
H 1.50 0.94 -2.38
H 1.55 3.02 -0.62
H 1.19 1.42 2.69
H 2.09 2.72 1.92
H 2.84 1.14 2.12
H 2.23 -1.10 2.14
H 1.44 -3.04 -0.76
H -0.16 -2.89 -0.07
H 1.04 -1.38 -2.39
H -0.66 -1.76 -2.13
*
```

- structure (SMILES) = C#CCC[C@@]12CC=C(C)C1=C(O)CC2
- total energy (eV) = -15785.62798
- Kohn-Sham gap (eV) = 8.44

=====

ORCA calculation (the ωB97M-V functional and the def2-TZVPD basis) on a 2-piece molecular cluster, C13H16O3 overall at a distorted geometry.

The geometry in ORCA input format:
```
! RIJCOSX wB97M-V def2-TZVPD def2/J DEFGRID3
* xyz 0 1
C 4.82 -1.47 -0.87
C 3.67 -1.04 -1.36
C 2.28 -0.73 -2.12
C 2.19 0.31 -3.14
C 3.47 1.24 -3.54
C 0.73 0.51 -3.86
O 0.61 0.71 -5.11
C -0.53 0.40 -2.83
C -0.45 -0.62 -1.79
C -1.64 -0.77 -0.71
C 0.90 -1.54 -1.80
O 0.84 -2.80 -1.60
H 5.87 -1.89 -0.64
H 4.15 0.71 -4.31
H 4.06 1.51 -2.57
H 3.11 2.26 -3.98
H -1.44 1.12 -2.91
H -2.30 -1.71 -0.84
H -1.15 -0.71 0.35
H -2.28 0.21 -0.79
C -2.55 -0.43 4.70
C -1.96 0.00 3.36
C -1.71 1.50 3.33
O -2.86 -0.36 2.31
H -3.52 0.06 4.88
H -2.74 -1.51 4.71
H -1.88 -0.19 5.52
H -1.03 -0.54 3.19
H -2.64 2.05 3.46
H -1.30 1.79 2.36
H -1.01 1.80 4.11
H -3.69 0.11 2.46
*
```

- structure (SMILES) = C#CC1=C(C)C(=O)C=C(C)C1=O.CC(C)O
- total energy (eV) = -19875.15468
- Kohn-Sham gap (eV) = 8.15

=====

ORCA calculation (the ωB97M-V functional and the def2-TZVPD basis) on one molecule with the formula C13H16Si at a distorted geometry.

The geometry in ORCA input format:
```
! RIJCOSX wB97M-V def2-TZVPD def2/J DEFGRID3
* xyz 0 1
C 0.30 -3.07 -1.48
C 0.42 -2.01 -0.66
C 0.91 -2.37 0.70
Si -0.13 -0.23 -1.22
C 1.24 0.88 -0.46
C 2.59 0.36 -0.52
C 3.19 0.60 0.67
C 2.26 1.25 1.55
C 1.04 1.38 0.90
C -1.80 0.48 -0.70
C -2.20 0.28 0.71
C -3.00 1.23 1.19
C -3.11 2.23 0.19
C -2.37 1.82 -0.87
H -0.02 -2.95 -2.43
H 0.59 -4.00 -1.00
H 1.44 -1.44 0.98
H 1.67 -3.07 0.59
H 0.15 -2.66 1.39
H 0.05 0.09 -2.72
H 0.91 1.81 -1.01
H 2.96 -0.08 -1.37
H 4.06 0.22 1.02
H 2.34 1.38 2.65
H 0.18 1.81 1.16
H -2.55 -0.14 -1.12
H -1.96 -0.62 1.26
H -3.22 1.33 2.20
H -3.59 3.18 0.22
H -2.35 2.32 -1.80
*
```

- structure (SMILES) = C=C(C)[SiH](C1C=CC=C1)C1C=CC=C1
- total energy (eV) = -21614.00798
- Kohn-Sham gap (eV) = 8.94

=====

ORCA calculation (the ωB97M-V functional and the def2-TZVPD basis) on a 2-piece molecular cluster, C13H17Cl2FN3O4S overall at a distorted geometry.

The geometry in ORCA input format:
```
! RIJCOSX wB97M-V def2-TZVPD def2/J DEFGRID3
* xyz 1 1
C -1.72 0.56 -2.89
C -1.66 0.23 -1.75
N -1.39 -0.05 -0.44
C -2.50 -0.35 0.51
C -2.46 -1.83 0.90
O -3.72 -2.26 1.34
C -0.14 -0.07 -0.04
N 0.28 -0.36 1.26
C 1.69 0.11 1.35
C 1.64 1.48 2.00
S 3.27 2.00 2.57
O 3.22 2.00 4.00
O 4.26 1.09 2.04
C 2.20 0.01 -0.13
C 3.07 1.10 -0.59
C 3.77 2.00 -0.96
C 2.89 -1.36 -0.24
C 3.11 -1.80 -1.66
O 2.48 -1.46 -2.61
F 4.08 -2.70 -1.79
N 0.92 0.20 -0.85
H -1.78 1.00 -3.87
H -3.44 -0.13 0.01
H -2.39 0.30 1.37
H -2.06 -2.41 0.05
H -1.74 -1.97 1.72
H -3.56 -2.97 1.96
H 0.33 -1.37 1.35
H 2.16 -0.60 2.03
H 1.12 2.23 1.40
H 1.05 1.39 2.92
H 3.41 3.29 2.15
H 4.25 2.83 -1.42
H 2.38 -2.13 0.34
H 3.87 -1.24 0.23
H 0.74 -0.40 -1.67
C -5.67 0.69 -2.12
Cl -4.37 -0.04 -3.08
Cl -5.07 2.02 -1.13
H -6.43 1.07 -2.80
H -6.09 -0.07 -1.47
*
```

- total energy (eV) = -65002.32013
- Kohn-Sham gap (eV) = 9.57

=====

ORCA calculation (the ωB97M-V functional and the def2-TZVPD basis) on C13H17Cl2N5NiS2 as an isolated structure.

The geometry in ORCA input format:
```
! RIJCOSX wB97M-V def2-TZVPD def2/J DEFGRID3
* xyz 0 3
Ni -0.10 0.27 0.00
N 0.51 -1.68 0.70
C 1.37 -1.42 1.86
C 2.50 -0.49 1.45
N 1.96 0.69 0.75
C 2.77 1.15 -0.38
C 2.51 0.27 -1.59
N 1.07 0.23 -1.84
H -0.36 -2.11 0.99
H 0.96 -2.30 0.04
H 1.76 -2.33 2.31
H 0.75 -0.91 2.61
H 3.17 -1.03 0.76
H 3.10 -0.21 2.31
H 1.85 1.45 1.41
H 3.84 1.16 -0.15
H 2.47 2.17 -0.61
H 2.85 -0.75 -1.40
H 3.08 0.64 -2.45
H 0.80 -0.55 -2.44
H 0.74 1.06 -2.31
S -1.59 0.19 1.85
C -3.02 0.82 1.05
C -4.05 1.35 1.84
C -5.19 1.89 1.28
C -6.22 2.41 2.13
N -7.05 2.82 2.82
C -5.32 1.92 -0.12
C -4.31 1.39 -0.91
C -3.17 0.82 -0.35
S -1.96 0.13 -1.41
C -6.47 2.52 -0.75
N -7.37 3.00 -1.26
H -3.95 1.33 2.92
H -4.42 1.41 -1.99
Cl -0.27 2.88 -0.01
C -0.95 3.49 1.52
Cl 0.32 4.15 2.56
H -1.40 2.63 2.02
H -1.66 4.27 1.27
*
```

- total energy (eV) = -108967.45008
- Kohn-Sham gap (alpha / beta) (eV) = 7.18 / 7.09
- ⟨S²⟩ = 2.007

=====

ORCA calculation (the ωB97M-V functional and the def2-TZVPD basis) on C13H17Cl2NO2PRh as an isolated structure at a distorted geometry.

The geometry in ORCA input format:
```
! RIJCOSX wB97M-V def2-TZVPD def2/J DEFGRID3
* xyz 2 5
C -0.07 -4.11 -4.98
C 0.04 -3.34 -3.70
H -1.13 -4.28 -5.18
H 0.43 -5.07 -4.89
H 0.36 -3.54 -5.80
O -0.87 -2.97 -2.99
Cl 1.72 -2.99 -3.28
Rh -0.07 0.49 -0.45
P -0.06 2.10 -1.93
C -1.44 3.29 -1.90
C 1.44 3.12 -1.72
H 0.82 0.65 -3.62
H 0.10 2.14 -4.35
H -0.96 0.82 -3.75
C -0.02 1.36 -3.59
H 2.31 2.45 -1.72
H 1.51 3.86 -2.53
H -1.30 4.04 -2.69
H -1.45 3.80 -0.93
H 1.38 3.64 -0.76
H -2.38 2.77 -2.05
C -1.71 1.07 0.15
O -2.68 1.45 0.67
Cl 2.10 -0.15 -1.04
N 0.13 -0.60 1.23
C 0.12 -0.77 2.38
C 0.11 -0.89 3.79
C -1.09 -0.76 4.52
C -1.04 -0.64 5.90
C 0.20 -0.71 6.56
C 1.38 -0.95 5.85
C 1.33 -1.08 4.47
H -2.03 -0.73 3.97
H -1.97 -0.51 6.46
H 0.23 -0.59 7.65
H 2.33 -1.06 6.37
H 2.23 -1.30 3.87
*
```

- total energy (eV) = -56663.07416
- Kohn-Sham gap (alpha / beta) (eV) = 4.73 / 4.19
- ⟨S²⟩ = 6.018

=====

ORCA calculation (the ωB97M-V functional and the def2-TZVPD basis) on C13H17ClCuO as an isolated structure at a distorted geometry.

The geometry in ORCA input format:
```
! RIJCOSX wB97M-V def2-TZVPD def2/J DEFGRID3
* xyz -2 2
C 1.83 -2.52 2.25
C 1.90 -2.56 0.84
C 0.57 -2.55 0.34
H 2.80 -2.60 0.24
C -0.31 -2.47 1.44
C 0.47 -2.47 2.62
H 0.10 -2.36 3.62
H 2.66 -2.47 2.92
H 0.29 -2.54 -0.70
H -1.38 -2.41 1.39
Cu 0.95 -0.52 1.38
Cl 1.66 0.71 3.10
C 1.06 2.40 -3.35
C -0.15 1.76 -3.69
C 0.15 0.55 -4.33
H -1.15 2.15 -3.49
C 1.56 0.43 -4.39
C 2.12 1.57 -3.78
H 3.18 1.77 -3.67
H 1.16 3.35 -2.85
H -0.56 -0.17 -4.71
H 2.11 -0.40 -4.82
C -1.58 0.60 2.94
C -1.59 0.63 1.41
C -2.52 1.75 0.94
O -0.31 0.86 0.89
H -1.19 1.55 3.35
H -0.95 -0.23 3.31
H -2.61 0.43 3.33
H -1.99 -0.32 1.01
H -2.16 2.74 1.30
H -2.55 1.77 -0.17
H -3.55 1.58 1.32
*
```

- total energy (eV) = -72964.91944
- Kohn-Sham gap (alpha / beta) (eV) = 5.74 / 5.50
- ⟨S²⟩ = 0.755

=====

ORCA calculation (the ωB97M-V functional and the def2-TZVPD basis) on one molecule with the formula C13H17ClN2O4.

The geometry in ORCA input format:
```
! RIJCOSX wB97M-V def2-TZVPD def2/J DEFGRID3
* xyz 0 1
C -6.35 -1.89 -1.59
C -5.97 -0.82 -0.58
C -6.33 -1.22 0.85
O -4.55 -0.61 -0.69
C -4.10 0.61 -0.35
O -4.78 1.52 0.05
N -2.76 0.67 -0.56
C -1.98 1.80 -0.11
C -1.38 1.57 1.28
O -0.51 0.44 1.31
C 0.74 0.64 0.82
O 1.13 1.68 0.37
N 1.43 -0.53 0.93
C 2.74 -0.81 0.55
C 3.24 -2.09 0.80
C 4.53 -2.42 0.44
C 5.35 -1.48 -0.17
C 4.85 -0.21 -0.41
Cl 5.85 0.97 -1.17
C 3.56 0.14 -0.06
H -7.42 -2.06 -1.57
H -6.06 -1.58 -2.59
H -5.84 -2.82 -1.35
H -6.47 0.13 -0.82
H -6.05 -0.43 1.54
H -5.80 -2.13 1.12
H -7.40 -1.39 0.93
H -2.28 -0.19 -0.76
H -1.17 1.99 -0.82
H -2.65 2.66 -0.07
H -0.82 2.47 1.59
H -2.16 1.35 2.01
H 0.92 -1.29 1.37
H 2.61 -2.83 1.28
H 4.91 -3.41 0.64
H 6.36 -1.73 -0.45
H 3.18 1.13 -0.25
*
```

- structure (SMILES) = CC(C)OC(=O)NCCOC(=O)Nc1cccc(Cl)c1
- total energy (eV) = -37451.46177
- Kohn-Sham gap (eV) = 9.35

=====

ORCA calculation (the ωB97M-V functional and the def2-TZVPD basis) on C13H17IN2Os as an isolated structure at a distorted geometry.

The geometry in ORCA input format:
```
! RIJCOSX wB97M-V def2-TZVPD def2/J DEFGRID3
* xyz 2 5
C -0.58 -2.03 -1.72
C -2.06 -2.17 0.57
H -1.14 -1.50 -2.51
H -1.08 -3.13 -1.67
H 0.51 -2.07 -1.82
H -2.98 -1.64 0.22
H -2.01 -3.24 0.19
H -1.78 -2.16 1.61
C 2.54 -0.72 -0.70
C 3.52 0.10 -1.24
C 3.30 1.46 -1.42
C 2.07 2.01 -1.05
H 2.72 -1.78 -0.37
H 4.48 -0.35 -1.37
H 4.10 2.16 -1.64
H 1.97 3.08 -0.77
N 1.32 -0.26 -0.48
C 1.07 1.07 -0.68
C -0.23 1.43 -0.20
N -1.03 0.40 0.22
C -2.28 0.68 0.60
C -1.82 3.06 0.35
C -2.68 2.00 0.69
H -3.00 -0.12 0.70
H -3.73 2.13 0.94
C -0.53 2.77 -0.05
H 0.30 3.46 -0.21
H -2.14 4.11 0.36
Os -0.29 -1.57 0.15
I 1.60 -3.30 0.87
C -0.05 -1.01 2.28
H -1.02 -1.21 2.78
H 0.25 0.01 2.59
H 0.68 -1.68 2.77
*
```

- total energy (eV) = -27282.11986
- Kohn-Sham gap (alpha / beta) (eV) = 8.49 / 4.91
- ⟨S²⟩ = 6.022

=====

ORCA calculation (the ωB97M-V functional and the def2-TZVPD basis) on a 2-piece molecular cluster, C13H17N3O overall at a distorted geometry.

The geometry in ORCA input format:
```
! RIJCOSX wB97M-V def2-TZVPD def2/J DEFGRID3
* xyz 0 1
C 1.26 -0.89 2.41
C 2.38 -0.15 2.41
N 3.34 0.52 2.44
N -0.02 -0.37 2.40
C -1.10 -1.23 2.40
C -2.38 -0.74 2.40
C -2.59 0.62 2.39
C -1.51 1.49 2.38
C -0.25 0.99 2.39
H 1.36 -1.96 2.42
H -0.92 -2.29 2.41
H -3.22 -1.43 2.39
H -3.60 1.01 2.38
H -1.68 2.56 2.37
H 0.61 1.65 2.37
C 2.35 -5.38 -0.76
N 2.25 -3.97 -1.22
C 0.87 -3.43 -1.07
C 0.73 -2.04 -1.70
C 1.82 -1.12 -1.22
O 1.58 0.00 -0.86
C 3.22 -1.66 -1.24
C 3.27 -3.07 -0.63
H 3.35 -5.77 -0.95
H 2.15 -5.44 0.30
H 1.63 -6.01 -1.29
H 0.17 -4.14 -1.52
H 0.64 -3.39 0.00
H 0.74 -2.09 -2.79
H -0.23 -1.58 -1.42
H 3.61 -1.67 -2.27
H 3.86 -0.97 -0.68
H 3.10 -3.03 0.44
H 4.25 -3.53 -0.78
*
```

- total energy (eV) = -20272.21476
- Kohn-Sham gap (eV) = 7.01

=====

ORCA calculation (the ωB97M-V functional and the def2-TZVPD basis) on one molecule with the formula C13H17N5O3S2 at a distorted geometry.

The geometry in ORCA input format:
```
! RIJCOSX wB97M-V def2-TZVPD def2/J DEFGRID3
* xyz 0 1
C -4.21 -0.34 -2.58
C -4.17 0.04 -1.15
N -3.55 1.11 -0.68
N -3.42 1.01 0.67
C -4.09 -0.01 1.22
S -3.92 -0.09 2.90
C -3.17 -1.84 3.17
C -1.90 -1.94 2.33
O -1.36 -2.95 1.96
N -1.12 -0.80 1.94
N 0.16 -0.72 1.33
C 1.35 -0.41 1.93
O 1.43 -0.14 3.10
N 2.34 -0.05 1.08
C 1.70 0.08 -0.19
C 2.62 -0.65 -1.20
C 4.01 -0.05 -1.35
C 4.11 1.45 -1.73
C 3.07 2.26 -0.83
C 1.66 1.53 -0.57
C 0.29 -0.32 0.02
O -0.66 -0.49 -0.77
S -4.86 -1.06 0.08
H -4.79 -1.25 -2.84
H -4.54 0.60 -3.07
H -3.23 -0.59 -3.02
H -2.96 -1.89 4.23
H -3.89 -2.62 2.95
H -1.53 0.15 2.17
H 2.99 0.69 1.40
H 2.67 -1.74 -0.89
H 2.24 -0.57 -2.20
H 4.54 -0.30 -0.37
H 4.60 -0.60 -2.16
H 3.75 1.55 -2.78
H 5.11 1.81 -1.65
H 2.91 3.18 -1.26
H 3.55 2.38 0.15
H 1.22 1.61 -1.60
H 1.07 1.99 0.26
*
```

- structure (SMILES) = Cc1nnc(SCC(=O)NN2C(=O)NC3(CCCCC3)C2=O)s1
- total energy (eV) = -49017.91976
- Kohn-Sham gap (eV) = 9.34

=====

ORCA calculation (the ωB97M-V functional and the def2-TZVPD basis) on C13H17N6O5SV as an isolated structure at a distorted geometry.

The geometry in ORCA input format:
```
! RIJCOSX wB97M-V def2-TZVPD def2/J DEFGRID3
* xyz 4 1
V 2.75 0.24 -0.62
O 6.52 -1.12 -1.97
C 5.66 -0.75 -1.08
O 4.58 -0.19 -1.20
C 6.12 -1.07 0.28
C 7.44 -1.18 0.62
C 7.74 -1.44 2.00
C 6.76 -1.56 2.97
C 5.47 -1.55 2.47
N 5.18 -1.35 1.19
C 4.39 -1.70 3.39
O 3.69 -1.84 4.26
O 2.42 0.69 0.81
H 6.52 -0.71 -2.92
H 8.22 -1.04 -0.05
H 8.77 -1.41 2.37
H 7.15 -1.69 4.00
N 2.88 1.94 -2.22
N 1.49 1.57 -2.65
C 1.15 -0.83 -2.15
N 0.45 -1.44 -3.11
S 1.97 -2.02 -1.10
H 2.86 2.91 -1.89
H 3.29 1.96 -3.15
H 0.85 2.27 -2.42
H 0.06 -0.98 -3.93
H 0.81 -2.40 -3.37
N 1.26 0.41 -1.72
C -8.61 -1.47 -1.27
N -9.10 -0.47 -0.89
C -9.05 0.49 0.15
C -8.17 0.00 1.36
O -7.88 1.20 2.25
C -7.09 2.10 1.95
C -6.35 2.07 0.73
H -10.10 0.35 0.50
H -8.91 1.51 -0.28
H -7.22 -0.29 1.10
H -8.78 -0.53 2.09
H -6.75 2.69 2.86
H -6.88 2.66 0.15
H -5.38 2.60 0.80
H -6.18 1.37 -0.31
*
```

- total energy (eV) = -69409.70387
- Kohn-Sham gap (alpha / beta) (eV) = 4.06 / 4.06

=====

ORCA calculation (the ωB97M-V functional and the def2-TZVPD basis) on a 2-piece molecular cluster, C13H17N6O6 overall at a distorted geometry.

The geometry in ORCA input format:
```
! RIJCOSX wB97M-V def2-TZVPD def2/J DEFGRID3
* xyz -1 1
O -7.75 -3.78 -1.88
O -4.83 -1.45 0.40
O 4.61 0.11 1.08
O -2.16 0.64 0.38
O 2.00 3.34 2.71
O -0.62 -0.84 -0.21
N -5.87 -3.29 -3.05
C -6.67 -3.20 -1.91
C -5.13 -1.91 -0.69
C 4.63 0.96 0.20
C -0.99 0.21 0.37
C 2.50 2.31 2.25
C -4.70 -2.69 -3.00
C -4.28 -1.93 -1.86
C -3.09 -1.34 -2.15
N -6.34 -2.50 -0.79
N -3.69 -2.61 -3.95
N -2.72 -1.68 -3.45
N 3.13 1.43 3.02
N 3.69 1.88 0.01
C 5.79 1.00 -0.77
C 3.23 1.51 4.48
C 0.08 1.09 1.03
C 1.45 0.91 0.38
C 2.41 2.06 0.73
H -2.52 -0.72 -1.46
H -6.88 -2.63 0.05
H -3.95 -2.64 -4.93
H -1.73 -1.80 -3.65
H 3.55 0.63 2.55
H 3.84 2.51 -0.76
H 6.47 0.18 -0.54
H 6.31 1.95 -0.68
H 5.41 0.88 -1.79
H 2.25 1.31 4.92
H 3.95 0.78 4.84
H 3.54 2.52 4.77
H -0.22 2.14 0.94
H 0.14 0.85 2.10
H 1.87 -0.04 0.69
H 1.33 0.91 -0.71
H 1.95 2.96 0.33
*
```

- total energy (eV) = -34985.47367
- Kohn-Sham gap (eV) = 7.21